[1]
Formula: C24H24BF4O14
Source: the Open Molecules 2025 dataset
Level of theory: wB97M-V/def2-TZVPD

XYZ file:
```
67
C24H24BF4O14, DFT wB97M-V/def2-TZVPD
F -0.14 11.38 4.65
F -0.16 12.62 2.65
F -1.16 10.59 2.78
F -2.07 12.27 3.97
O -5.31 15.44 2.67
O -5.00 9.48 5.94
O 0.67 18.00 8.10
O -1.32 13.68 9.21
O 0.62 17.24 5.60
O -0.52 7.51 8.10
O -0.25 9.15 5.98
O -1.29 12.80 6.75
O 0.65 10.27 -0.27
O -0.72 11.75 -5.59
O -0.04 5.01 2.60
O -2.18 12.85 -3.33
O -5.41 7.95 8.18
O 1.67 8.98 -2.50
C 0.71 10.48 -4.02
C 0.51 6.55 0.92
C 0.99 9.93 -2.66
C -3.39 15.31 4.08
C -0.40 11.44 -4.28
C -2.82 7.69 8.22
C -1.51 7.97 7.62
C 0.26 16.40 6.46
C -1.46 8.86 6.43
C -4.05 8.28 7.59
C -4.81 15.69 3.77
C -0.84 14.39 8.46
C 0.12 16.76 7.75
C -0.77 11.74 -1.84
C -0.82 14.14 7.10
C -4.02 9.06 6.41
C -0.39 15.71 8.81
C 0.26 10.66 -1.55
C -0.08 15.04 6.02
C -0.07 6.24 2.31
C -5.58 16.25 4.89
C -2.78 9.24 5.75
C -0.42 7.32 3.25
C -1.25 12.05 -3.15
B -0.85 11.79 3.53
H -6.49 16.43 4.47
H -1.13 12.41 5.84
H -1.34 7.76 3.05
H -2.85 14.96 3.07
H -1.32 12.18 -0.98
H -0.35 9.68 5.29
H -6.11 8.12 7.58
H 1.47 6.84 1.20
H -5.75 15.46 5.45
H 0.46 5.59 0.39
H -2.71 16.13 4.42
H -3.42 14.40 4.66
H -1.62 12.04 -5.34
H 0.39 10.80 0.36
H -5.04 17.15 5.51
H 1.07 9.88 -4.84
H -0.43 16.05 9.80
H -3.06 7.24 9.09
H 0.06 7.32 0.30
H -0.52 7.00 4.27
H 1.05 18.40 7.38
H 0.10 14.74 4.92
H -2.79 9.84 4.82
H 0.37 8.27 3.31
```

HOMO: -0.2516 Eh
Net charge: -1
Energy relative to the best compared isomer or geometry (same formula, charge and spin): 36.7 kcal/mol
E_tot: -2406.53101 a.u.

=====

[2]
Formula: C24H24BN10O2Sr
Source: the Open Molecules 2025 dataset
Level of theory: wB97M-V/def2-TZVPD

XYZ file:
```
62
C24H24BN10O2Sr, DFT wB97M-V/def2-TZVPD
Sr -0.12 -0.19 -0.05
O 4.15 -6.33 1.34
O 5.86 -3.73 -3.16
N 0.70 2.73 1.30
N -1.76 2.04 1.85
N 1.88 -1.28 -1.56
N -0.89 5.60 1.12
N -1.64 0.69 1.76
N -0.99 1.94 -1.10
N -1.01 4.42 1.80
N 1.27 1.52 1.05
N 1.34 -2.29 0.89
N -1.17 3.08 -0.39
C -0.92 4.65 3.14
C 1.65 3.62 1.62
C 3.34 -1.11 -3.46
C 1.71 -3.93 2.61
C -3.49 1.18 2.93
C -1.71 4.03 -1.18
C 2.88 2.99 1.60
C -1.88 3.51 -2.44
C -0.77 6.53 2.04
C 5.29 -2.65 -3.86
C 2.93 -4.11 0.59
C -2.87 2.35 2.54
C 2.63 -4.62 1.85
C 3.74 -2.81 -1.88
C 1.09 -2.77 2.08
C -1.42 2.21 -2.34
C 2.23 -0.70 -2.68
C 2.63 -2.35 -1.13
C -2.68 0.18 2.42
C -0.78 5.99 3.34
C 2.59 1.68 1.24
C 3.29 -5.88 2.35
C 2.29 -2.93 0.14
C 4.11 -2.18 -3.06
B -0.82 3.08 1.13
H 4.34 -3.64 -1.54
H 3.65 -4.64 -0.01
H 1.63 0.14 -3.00
H 0.36 -2.22 2.68
H 1.45 -4.26 3.61
H 1.41 4.65 1.85
H -4.40 1.08 3.50
H -3.17 3.37 2.71
H -0.68 7.57 1.75
H -2.80 -0.89 2.49
H 6.63 -4.06 -3.64
H 5.99 -1.82 -3.98
H -1.40 1.44 -3.11
H 4.94 -2.94 -4.85
H 4.58 -7.15 1.62
H 3.84 3.42 1.82
H 3.82 -5.64 3.28
H -0.70 6.51 4.28
H -0.95 3.83 3.85
H 2.51 -6.61 2.60
H -2.29 4.01 -3.31
H 3.26 0.84 1.11
H -1.90 5.02 -0.79
H 3.57 -0.57 -4.37
```

HOMO (spin up / spin down): -0.4764 / -0.4764 Eh
Net charge: +2
Energy relative to the best compared isomer or geometry (same formula, charge and spin): 13.4 kcal/mol
Expectation value of S²: 0.794
Spin multiplicity: 2
E_tot: -1682.17873 a.u.

=====

[3]
Formula: C24H24BeN3SSb
Source: the Open Molecules 2025 dataset
Level of theory: wB97M-V/def2-TZVPD

XYZ file:
```
54
C24H24BeN3SSb, DFT wB97M-V/def2-TZVPD
Sb 1.29 1.85 -2.58
S -0.93 -0.97 0.07
N 1.32 1.95 0.41
N 2.61 0.04 -0.48
N -0.84 1.16 -0.48
C -4.56 -3.64 0.07
C 3.51 -1.16 1.49
C -2.83 0.39 -2.24
C -3.06 0.36 -0.87
C 3.76 -1.76 -2.24
C 1.58 2.72 -0.68
C -2.05 0.75 0.01
C 3.00 -0.69 -2.73
C -2.88 -2.39 1.28
C 1.48 2.45 1.67
C 1.20 1.58 2.86
C -0.60 1.19 -1.82
C -3.99 -3.24 -1.14
C 3.35 -1.00 0.01
C -2.27 0.72 1.49
C 2.43 0.20 -1.82
C -2.31 -1.99 0.07
C 3.94 -1.92 -0.87
C -2.87 -2.41 -1.14
C 1.92 3.77 1.85
C 2.17 4.57 0.73
C 2.00 4.04 -0.54
C -1.59 0.80 -2.73
C -4.01 -3.22 1.28
Be 0.78 0.27 0.07
H 3.99 -0.25 1.91
H 4.21 -2.46 -2.93
H -1.40 0.83 -3.79
H -3.30 0.38 1.74
H -4.03 0.03 -0.50
H 0.15 1.25 2.85
H -4.42 -3.56 -2.08
H -4.44 -3.53 2.22
H 2.52 -1.31 1.96
H 4.14 -2.04 1.74
H 1.86 0.70 2.85
H 2.20 4.65 -1.42
H -2.13 1.74 1.91
H -3.60 0.08 -2.93
H 1.22 -1.09 0.07
H -2.45 -2.07 2.22
H 2.51 5.59 0.86
H -5.44 -4.29 0.07
H 4.52 -2.75 -0.50
H 1.38 2.13 3.81
H 2.87 -0.56 -3.79
H -2.43 -2.10 -2.08
H 2.05 4.18 2.84
H -1.56 0.02 1.96
```

HOMO (spin up / spin down): -0.1922 / -0.1922 Eh
E_tot: -1746.15742 a.u.

=====

[4]
Formula: C24H24F8O24
Source: the Open Molecules 2025 dataset
Level of theory: wB97M-V/def2-TZVPD

XYZ file:
```
80
C24H24F8O24, DFT wB97M-V/def2-TZVPD
F -2.60 2.00 -0.11
F 4.23 0.66 -2.69
F 1.85 -1.31 -3.69
F -7.16 -1.68 1.33
F 4.75 -1.11 5.39
F -1.18 5.22 -0.58
F -1.03 -3.49 1.92
F -0.59 -1.18 -5.12
O 0.59 0.98 0.60
O 4.65 0.77 3.15
O 3.39 -0.97 3.52
O -2.75 -1.98 -5.27
O 2.41 0.97 2.98
O -0.88 0.96 -1.02
O -4.09 0.71 2.10
O -4.96 -1.32 1.54
O 5.38 1.85 0.34
O 7.61 1.88 -0.01
O 6.20 0.97 -1.51
O 2.34 -2.55 -5.59
O -1.91 -1.50 2.72
O -3.59 -1.01 -3.37
O -4.79 -2.57 -4.43
O -3.88 4.35 0.11
O 4.16 -3.20 -6.79
O -2.46 -1.32 4.94
O 3.95 -3.74 -4.65
O -0.40 -1.85 4.30
O 1.24 0.28 -1.43
O -5.33 -0.42 3.54
O -4.89 5.17 -1.67
O -3.15 6.28 -0.73
C -1.70 1.01 0.14
C 4.29 1.76 -0.57
C 4.62 -1.31 4.04
C 0.27 -1.82 3.05
C 3.57 -3.12 -5.77
C 2.00 -2.55 -4.23
C -4.79 -0.21 2.34
C -0.63 1.49 1.13
C 0.39 0.70 -0.71
C -2.86 4.81 1.00
C -1.90 -0.93 -4.93
C -1.68 -1.51 4.08
C 3.25 -3.16 -3.56
C -4.08 5.33 -0.80
C -2.21 -0.64 -3.47
C 4.81 0.66 -1.47
C -3.83 -1.89 -4.40
C 5.55 -0.36 3.27
C 3.41 0.34 3.14
C -0.86 -2.15 2.09
C -6.18 -1.55 3.46
C -2.13 5.87 0.14
C -6.01 -2.06 2.04
C 6.50 1.63 -0.37
H 4.98 -2.33 3.87
H 4.69 -0.34 -1.04
H -7.23 -1.39 3.68
H 3.09 -3.93 -2.81
H 0.84 -0.92 2.77
H -2.22 0.07 0.29
H 6.41 -0.07 3.85
H -5.81 -2.34 4.12
H 3.37 1.41 -0.12
H 3.87 -2.40 -3.09
H -2.23 3.98 1.30
H 1.08 -2.55 3.00
H 4.11 2.69 -1.12
H -2.13 0.00 -5.45
H -2.13 0.41 -3.21
H -0.62 2.58 1.19
H -3.31 5.17 1.93
H -0.73 1.01 2.10
H -5.97 -3.14 1.95
H -1.77 6.65 0.81
H 1.10 -3.15 -4.11
H 5.89 -0.69 2.29
H -1.58 -1.21 -2.77
H -0.59 -1.70 1.13
```

SMILES: O=C1OC[C@@H](F)O1.O=C1OC[C@@H](F)O1.O=C1OC[C@@H](F)O1.O=C1OC[C@@H](F)O1.O=C1OC[C@@H](F)O1.O=C1OC[C@@H](F)O1.O=C1OC[C@@H](F)O1.O=C1OC[C@@H](F)O1
HOMO: -0.4162 Eh
Energy relative to the best compared isomer or geometry (same formula, charge and spin): 52.1 kcal/mol
E_tot: -3533.69863 a.u.

=====

[5]
Formula: C24H24IrN8
Source: the Open Molecules 2025 dataset
Level of theory: wB97M-V/def2-TZVPD

XYZ file:
```
57
C24H24IrN8, DFT wB97M-V/def2-TZVPD
Ir -0.51 0.24 -0.65
N -2.38 1.04 -1.47
N 0.81 4.00 2.01
N 6.53 -2.59 3.98
N -4.71 1.87 -2.46
N -0.39 -1.60 -1.33
N 1.10 -0.40 0.25
N -0.21 -4.44 -1.73
N 0.15 2.00 0.23
C 0.06 4.24 0.95
C -0.19 3.28 -0.02
C 2.94 -1.38 2.08
C 2.23 -2.25 1.23
C 6.10 -1.33 4.12
C 1.69 0.44 1.19
C -3.08 1.92 -0.45
C 4.53 -3.18 2.90
C -4.69 0.42 -2.34
C -1.01 -3.65 -2.46
C -3.28 -0.12 -1.81
C -4.44 2.43 -1.10
C -2.18 1.83 -2.74
C 4.87 -0.95 3.62
C -1.04 -2.26 -2.36
C 1.30 -1.76 0.34
C -3.59 2.26 -3.33
C 0.45 -2.44 -0.59
C 1.29 2.79 2.21
C 1.14 1.78 1.17
C 2.57 -0.03 2.14
C 4.08 -1.83 2.91
C 0.39 -3.82 -0.78
C 5.75 -3.51 3.50
H -3.79 1.86 -4.33
H -3.26 1.29 0.43
H 6.77 -0.57 4.42
H -0.59 3.58 -0.98
H -3.74 3.31 -3.57
H -3.37 -0.81 -0.95
H 3.90 -4.01 2.54
H 4.67 0.09 3.76
H 3.07 0.59 2.90
H -1.48 2.71 -2.59
H -4.81 0.12 -3.38
H -2.46 2.77 -0.13
H -1.55 -4.25 -3.16
H -5.38 2.49 -0.53
H 6.19 -4.53 3.50
H -4.21 3.47 -1.20
H -1.66 1.08 -3.41
H 2.59 -3.27 1.19
H -1.29 -1.73 -3.30
H 1.89 2.68 3.07
H -5.49 0.11 -1.64
H -0.39 5.29 0.89
H -2.86 -0.76 -2.60
H 0.98 -4.52 -0.14
```

HOMO (spin up / spin down): -0.5606 / -0.6017 Eh
Net charge: +3
Expectation value of S²: 6.068
Spin multiplicity: 5
E_tot: -1470.10227 a.u.

=====

[6]
Formula: C24H24N3ORhS2
Source: the Open Molecules 2025 dataset
Level of theory: wB97M-V/def2-TZVPD

XYZ file:
```
55
C24H24N3ORhS2, DFT wB97M-V/def2-TZVPD
Rh 1.73 -0.72 -0.29
S 2.20 2.37 -0.08
S -1.24 -0.21 -1.52
O 1.58 1.28 -1.01
N 4.11 -2.26 -2.00
N 1.74 -3.11 6.70
N 0.05 -1.25 -1.34
C 1.65 -2.21 4.28
C 1.37 -3.09 3.23
C 3.59 3.09 -1.01
C -2.71 -0.74 -3.70
C -3.63 -1.45 -4.46
C -1.86 -0.04 0.13
C -2.25 -0.86 2.33
C 1.29 -2.59 1.94
C -2.45 -1.16 -2.40
C 1.13 3.82 -0.32
C 2.08 4.97 -0.65
C -2.91 0.33 2.64
C -3.09 -2.25 -1.83
C 1.85 -0.85 4.04
C -4.27 -2.55 -3.90
C -1.72 -1.05 1.07
C -3.04 1.33 1.68
C 1.70 -2.71 5.63
C 3.10 4.40 -1.63
C 3.27 -1.72 -1.43
C 1.79 -0.36 2.75
C -2.50 1.16 0.42
C 1.54 -1.24 1.70
C -4.00 -2.95 -2.60
H -3.56 2.25 1.93
H -3.33 0.47 3.62
H -2.89 -2.55 -0.81
H 1.95 0.69 2.58
H 2.63 4.21 -2.59
H 3.90 2.33 -1.73
H 4.39 3.24 -0.28
H -2.60 1.93 -0.33
H -4.99 -3.10 -4.49
H -4.52 -3.80 -2.18
H 2.57 5.34 0.26
H 0.52 3.96 0.57
H -1.21 -1.97 0.81
H 0.11 -1.81 -2.18
H 1.04 -3.28 1.13
H -2.15 -1.63 3.08
H -3.85 -1.14 -5.47
H 4.85 -2.75 -2.47
H -2.20 0.13 -4.11
H 0.50 3.56 -1.17
H 1.21 -4.14 3.44
H 3.94 5.08 -1.79
H 1.52 5.80 -1.07
H 2.06 -0.19 4.88
```

HOMO (spin up / spin down): -0.5289 / -0.5311 Eh
Net charge: +2
Energy relative to the best compared isomer or geometry (same formula, charge and spin): 0.0 kcal/mol
Expectation value of S²: 6.016
Spin multiplicity: 5
E_tot: -2074.63201 a.u.